[1]
Computed, not measured: a cluster of 2 separate species, C47H45N2OSi in total, with ωB97M-V with the def2-TZVPD basis set.

Calculated values
- E: -2291.89950 Ha
- Relative energy (zero: lowest compared OMol25 entry of this formula, charge and spin): 39.8 kJ/mol
- LUMO level: -4.84 eV
- HOMO-LUMO gap: 4.49 eV
- Total charge: +1
- HOMO level: -9.3 eV

XYZ file:
```
96
Properties=species:S:1:pos:R:3:mulliken_charge:R:1
C -2.2936 2.3261 0.1982 -0.914
C -1.5607 2.8803 1.2513 -0.102
C -0.5218 2.1617 1.8500 0.045
C -0.2316 0.8558 1.4250 1.028
Si 1.1243 -0.0912 2.3055 -0.148
C 1.5933 -1.5177 1.2078 0.520
C 2.8495 -1.5274 0.5741 -0.503
C 3.1775 -2.5511 -0.3285 -0.640
C 2.2689 -3.5850 -0.5949 -0.691
C 1.0268 -3.5871 0.0544 -0.848
C 0.6822 -2.5539 0.9401 -0.338
C 2.5387 1.1002 2.4169 0.828
C 2.8989 1.9159 1.3286 -0.066
C 4.0083 2.7685 1.4308 -0.772
C 4.7537 2.8263 2.6173 -0.598
C 4.3686 2.0428 3.7132 -0.834
C 3.2804 1.1678 3.6045 -0.643
C 0.8464 -0.7631 4.1239 -0.042
C 1.7866 -1.9763 4.4127 -0.983
C 0.9033 -3.2192 4.2940 -0.730
C -0.5496 -2.7225 4.4129 -0.933
N -0.4879 -1.2676 4.2864 0.524
C -1.6076 -0.5320 4.4408 -1.928
C -1.7330 0.8130 4.7172 1.445
C -3.0123 1.4139 4.3436 0.497
C -3.7018 2.5028 4.9407 0.319
C -4.7368 3.1527 4.2526 -1.109
C -5.2881 2.5749 3.0990 -0.671
C -4.7800 1.3482 2.6362 -0.903
C -3.6293 0.8287 3.1978 -0.651
C -0.8881 0.3476 0.2933 -0.675
C -1.9303 1.0740 -0.2974 -0.741
H -3.1368 2.8716 -0.2347 0.417
H -1.7937 3.8796 1.6184 0.373
H 0.0585 2.6113 2.6660 -0.084
H 3.5767 -0.7322 0.7796 0.290
H 4.1483 -2.5361 -0.8303 0.403
H 2.5169 -4.3782 -1.3110 0.380
H 0.3057 -4.3874 -0.1260 0.415
H -0.3100 -2.5532 1.4081 0.645
H 2.3183 1.8942 0.4001 0.455
H 4.2936 3.3882 0.5782 0.425
H 5.6336 3.4735 2.6934 0.402
H 4.9169 2.0936 4.6575 0.440
H 3.0130 0.5265 4.4480 0.243
H 1.0493 0.0875 4.7910 0.664
H 2.6613 -2.0081 3.7485 0.330
H 2.1433 -1.8490 5.4411 0.655
H 1.0598 -3.7005 3.3076 0.202
H 1.1046 -3.9411 5.0955 0.449
H -1.1995 -3.1824 3.6410 0.408
H -0.9930 -2.9648 5.3991 0.471
H -2.5317 -1.1193 4.3810 0.829
H -0.8685 1.3300 5.0904 -0.453
H -3.4534 2.8633 5.9450 0.468
H -5.1486 4.0922 4.6449 0.456
H -6.1269 3.0367 2.5651 0.442
H -5.2737 0.8049 1.8206 0.448
H -3.1578 -0.0255 2.7018 0.217
H -0.5886 -0.6167 -0.1246 0.408
H -2.4567 0.6554 -1.1535 0.406
C -6.8260 -1.0719 7.1231 -0.749
O -6.2917 -0.3515 8.2635 -0.463
C -4.9853 0.0238 8.2149 0.397
C -4.1237 -0.2972 7.1382 0.664
C -2.7881 0.0113 7.2776 -0.697
C -2.2922 1.0282 8.1089 0.129
C -0.9411 1.4852 7.7440 -0.279
C -0.3993 2.6649 7.1863 1.906
C 0.7110 3.4537 7.7722 -0.582
C 1.3358 3.4761 9.0210 -0.362
C 2.1463 4.5774 9.3473 -0.701
C 2.3973 5.6066 8.4272 -0.705
C 1.8451 5.5566 7.1446 -0.919
C 0.9968 4.4917 6.8619 0.541
N 0.1344 4.3684 5.7744 0.163
C 0.0897 5.3117 4.6738 -0.570
C -0.7000 3.3189 5.9626 -1.164
C -3.1549 1.3182 9.2314 -0.730
C -4.4430 0.7782 9.2981 -0.682
H -7.8080 -1.3966 7.4480 0.275
H -6.9353 -0.4194 6.2484 0.323
H -6.2367 -1.9553 6.8471 0.330
H -4.5433 -0.8146 6.2692 0.229
H -2.0544 -0.5269 6.6804 0.413
H -0.1503 0.8256 8.2020 0.511
H 1.1403 2.6689 9.7316 0.451
H 2.5892 4.6486 10.3403 0.403
H 3.0426 6.4362 8.7098 0.425
H 2.0614 6.3144 6.3984 0.357
H 1.0324 5.8784 4.6583 0.271
H -0.0231 4.7656 3.7181 0.184
H -0.7609 6.0141 4.7849 0.294
H -1.5089 3.1633 5.2618 0.525
H -2.7753 1.9222 10.0659 0.441
H -5.0838 0.9364 10.1786 0.424
```

---

[2]
Computed, not measured: the molecule C5H8N2O, with ωB97M-V with the def2-TZVPD basis set.

Calculated values
- E: -379.83845 Ha
- Relative energy (zero: lowest compared OMol25 entry of this formula, charge and spin): 655.7 kJ/mol
- LUMO level: 0.88 eV
- HOMO-LUMO gap: 10.04 eV
- Total charge: 0
- HOMO level: -9.2 eV

XYZ file:
```
16
Properties=species:S:1:pos:R:3:mulliken_charge:R:1
C -0.7019 -0.1521 0.2949 0.661
C -0.0029 -1.5176 0.5252 -0.723
C 1.4539 -0.9085 0.2305 -0.235
C -0.2876 0.6907 -0.6711 -0.554
C -1.7212 0.6164 -0.7705 -0.819
H -0.0815 1.0181 1.4696 0.415
H -0.1295 -2.2049 -0.2920 0.295
H -0.3928 -2.0780 1.3339 0.394
H 2.3530 -1.4976 0.4900 0.413
H 1.4044 2.0693 -0.7228 0.267
H 0.2513 -0.0004 -1.2997 0.498
H -2.2143 0.2523 -1.6322 0.336
H -2.0253 1.7120 -0.3139 0.233
N 1.8674 0.3296 -0.0780 -0.531
N 0.9976 1.3574 -0.2241 -0.136
O -0.7704 0.3133 1.6604 -0.514
```

---

[3]
Computed, not measured: the ion C8H4N2O4S with charge -2, with ωB97M-V with the def2-TZVPD basis set.

Calculated values
- E: -1115.85116 Ha
- LUMO level: 4.68 eV
- HOMO-LUMO gap: 5.59 eV
- Total charge: -2
- HOMO level: -0.9 eV

XYZ file:
```
19
Properties=species:S:1:pos:R:3:mulliken_charge:R:1
C 1.0337 -1.2054 2.7848 -0.191
C 0.7984 0.4736 1.1034 0.328
C -0.3048 -0.4502 1.2823 0.252
C 1.2274 0.9635 -0.0698 -0.555
C 0.6505 0.6496 -1.4201 -0.132
C -2.2356 0.9478 0.4996 0.603
C 0.3273 -0.7055 -3.2003 0.564
C -1.3597 -0.3798 0.4403 0.001
N 0.0234 -1.5080 2.1133 -0.692
N 0.2368 -0.5174 -1.7286 -0.181
O -1.9313 2.0557 0.0664 -0.686
O 1.4305 -1.2193 -3.4241 -0.735
O -3.2484 0.5997 1.1667 -0.712
O -0.5908 -0.3769 -3.9165 -0.697
S 1.7839 0.4321 2.5790 -0.266
H 1.4012 -1.6390 3.6633 0.432
H 2.0997 1.6137 -0.2307 0.284
H 0.7328 1.6078 -2.0651 0.238
H -2.0751 -1.3421 0.3562 0.144
```